{
  "formula": "C18H19ClF3N3O4",
  "method": "ωB97M-V/def2-TZVPD",
  "molar_mass_g_mol": 433.814,
  "e_homo_ev": -8.472,
  "smiles": "Cc1cc(NC(=O)COC(=O)[C@H](Nc2ccc(C(F)(F)F)cc2Cl)C(C)C)no1",
  "total_charge": 0,
  "e_tot_ha": -1922.37732,
  "species": ["F", "C", "C", "H", "H", "C", "H", "H", "C", "N", "H", "H", "C", "O", "C", "C", "C", "C", "C", "N", "O", "O", "H", "O", "H", "F", "C", "C", "H", "F", "H", "H", "N", "C", "C", "H", "H", "H", "H", "C", "C", "C", "H", "C", "Cl", "H", "H", "H"],
  "xyz": [[-4.5092, 0.5845, 1.1700], [-2.5220, 1.6436, 0.4396], [2.5708, 0.8740, 0.5006], [3.9827, 0.7591, -1.1098], [-2.7101, 2.2664, -1.6073], [0.2241, 1.4392, -0.0765], [4.2394, 3.0780, 0.8656], [2.5002, 1.3417, 1.4903], [-3.9797, 1.7544, 0.7539], [-0.3587, -1.8695, -0.8785], [0.1178, -1.1153, -1.3575], [3.4067, 3.1758, -0.6866], [-0.6870, 1.8500, -1.0686], [2.3576, -1.1911, 1.7550], [0.3720, -2.8731, -0.3259], [2.3722, -0.6315, 0.6980], [1.8820, -2.6273, -0.4476], [4.2001, 2.6705, -0.1425], [5.0509, 0.4802, 0.7318], [-2.3209, -0.8314, -1.5777], [-0.0815, -3.8609, 0.1907], [2.1933, -1.2405, -0.4861], [5.1461, 2.8832, -0.6358], [-3.6556, -0.9759, -1.3810], [-2.4964, -3.4274, 0.4102], [-4.7291, 2.1577, -0.2791], [-2.6900, -2.5834, -0.2135], [3.9629, 1.1648, -0.0927], [5.0044, 0.8056, 1.7681], [-4.2211, 2.6264, 1.7573], [2.2456, -3.0590, -1.3851], [-2.0379, 0.9511, 2.4056], [1.5531, 1.4123, -0.3626], [-2.0397, 1.9574, -0.8245], [-3.8821, -2.0189, -0.5694], [2.3769, -3.1084, 0.4023], [-5.3378, -3.3609, 0.1738], [0.3535, 0.7586, 1.9585], [6.0315, 0.7325, 0.3342], [-1.7362, -1.7801, -0.8848], [-1.6527, 1.2106, 1.4319], [-5.2813, -2.3471, -0.2106], [-5.9225, -2.2422, -1.0816], [-0.3013, 1.1076, 1.1769], [-0.0901, 2.2109, -2.6538], [1.7880, 1.5053, -1.3421], [4.9437, -0.6016, 0.7113], [-5.6326, -1.6561, 0.5557]],
  "forces_ev_per_angstrom": [[0.079, -0.268, 0.071], [-0.092, 0.108, -0.109], [-0.029, -0.129, -0.134], [-0.045, -0.015, -0.006], [-0.056, 0.018, -0.133], [-0.621, 0.238, -0.156], [0.006, 0.073, 0.121], [0.048, -0.156, -0.060], [-0.273, 0.102, 0.173], [-0.017, 0.475, -0.368], [0.040, -0.111, 0.162], [-0.023, 0.128, -0.029], [-0.136, 0.030, 0.282], [0.012, -0.184, 0.181], [0.541, 0.401, -0.121], [-0.073, 0.523, 0.213], [0.046, -0.585, 0.305], [-0.058, -0.164, -0.159], [-0.155, 0.007, -0.246], [1.220, -0.099, -0.277], [-0.080, -0.341, 0.139], [0.121, -0.016, -0.448], [0.073, 0.049, -0.013], [-0.707, -0.204, 0.185], [-0.043, -0.200, 0.138], [0.126, 0.053, -0.285], [-0.444, 0.263, -0.168], [-0.018, 0.063, 0.297], [0.021, 0.036, 0.150], [0.154, 0.088, 0.087], [-0.068, 0.091, 0.142], [-0.015, -0.034, 0.122], [0.549, 0.099, -0.382], [0.185, -0.024, 0.443], [0.692, -0.458, 0.295], [-0.173, 0.049, -0.212], [-0.016, -0.040, -0.009], [0.117, -0.040, 0.101], [0.073, -0.001, 0.000], [-0.967, 0.100, -0.073], [-0.110, 0.070, -0.264], [0.069, 0.277, -0.023], [-0.102, -0.056, -0.049], [0.083, -0.085, 0.066], [0.059, 0.032, -0.194], [0.016, -0.022, 0.188], [0.065, -0.130, 0.046], [-0.073, -0.012, 0.013]],
  "lowdin_charge": [0.13, -0.14, -0.22, 0.14, 0.12, -0.28, 0.09, 0.17, -0.58, 0.18, 0.15, 0.07, -0.59, 0.15, -0.43, -0.46, -0.05, -0.06, -0.05, 0.12, 0.11, 0.00, 0.08, 0.01, 0.11, 0.14, 0.07, -0.37, 0.09, 0.13, 0.15, 0.13, 0.05, -0.06, -0.31, 0.14, 0.09, 0.11, 0.08, -0.29, 0.00, 0.01, 0.09, 0.01, 0.73, 0.09, 0.08, 0.08]
}

=====

{
  "formula": "C27H23N3PPdS",
  "method": "ωB97M-V/def2-TZVPD",
  "molar_mass_g_mol": 558.963,
  "e_homo_ev": -10.154,
  "total_charge": 1,
  "e_above_lowest_kcal_mol": 0.0,
  "e_tot_ha": -2074.29530,
  "species": ["H", "H", "H", "C", "C", "C", "C", "H", "H", "C", "C", "C", "C", "C", "N", "C", "C", "C", "H", "H", "N", "H", "H", "C", "H", "H", "C", "C", "C", "C", "H", "H", "H", "C", "H", "C", "C", "N", "H", "C", "H", "S", "C", "H", "C", "H", "H", "C", "P", "C", "H", "C", "Pd", "C", "H", "H"],
  "xyz": [[-2.3805, 1.7130, -1.9691], [-3.9624, -4.1123, -1.6612], [0.7267, -2.8285, 6.0125], [3.0314, 0.7711, 1.7788], [0.2961, -2.3929, 3.9496], [-2.6451, -1.0654, -1.0059], [2.0169, -1.3135, 5.2589], [-2.2332, -0.3631, -3.8907], [2.5756, -1.1962, 6.1781], [0.6635, 4.4784, 0.2453], [0.6986, -1.4235, -5.2037], [-1.1900, -0.6559, -3.9350], [-3.6883, -0.5258, -0.2542], [3.4730, 0.3461, 4.1050], [1.9090, 0.0786, 1.8317], [0.9734, 3.1501, 0.3913], [3.5381, 1.2483, 0.4518], [1.4695, -1.4610, -4.0527], [-3.5995, 0.4671, 0.1692], [-1.9247, -2.7885, -2.0775], [-1.6030, 1.4619, -1.3768], [-1.2322, -1.0011, -6.0461], [2.5008, -1.7837, -4.1005], [-0.4417, 4.8156, -0.5339], [4.7095, 1.5720, 2.8703], [-0.7174, 5.8506, -0.6839], [-0.8201, 2.4816, -0.8841], [2.3678, -0.5350, 4.1340], [0.5919, -1.6272, 2.8481], [-4.8352, -1.2698, -0.0366], [1.8234, 2.8594, 0.9907], [1.2721, 5.2293, 0.7257], [4.1653, 2.1321, 0.5540], [-0.4142, -0.6828, -2.7744], [-2.0633, 4.0305, -1.6994], [-2.7400, -2.3624, -1.5067], [-0.6319, -1.0213, -5.1466], [0.2717, 2.1485, -0.1717], [-0.4756, -3.1489, 3.8794], [1.6195, -0.6621, 2.9517], [-5.6487, -0.8491, 0.5387], [-0.2070, -1.8875, 1.2964], [0.9151, -1.0889, -2.8357], [1.1312, -1.7138, -6.1518], [-4.9333, -2.5579, -0.5464], [4.1585, 0.4472, 0.0404], [1.5048, -1.1248, -1.9272], [-1.1887, 3.8129, -1.1021], [-1.1172, -0.1538, -1.2033], [3.8240, 0.9553, 2.9357], [4.0607, 0.4918, 5.0031], [-3.8862, -3.1058, -1.2731], [0.3730, 0.0924, 0.4014], [0.9944, -2.2188, 5.1602], [2.7529, 1.4266, -0.2801], [-5.8287, -3.1393, -0.3715]],
  "forces_ev_per_angstrom": [[0.037, 0.068, -0.016], [0.003, -0.001, -0.002], [0.002, 0.001, 0.002], [0.029, -0.031, 0.141], [0.003, 0.029, -0.035], [-0.020, 0.021, 0.028], [-0.093, -0.082, 0.002], [-0.001, -0.002, -0.003], [-0.005, -0.005, 0.003], [-0.003, -0.019, -0.047], [-0.007, 0.004, 0.001], [-0.004, 0.009, -0.002], [0.008, -0.001, 0.012], [-0.017, 0.030, -0.063], [0.265, 0.097, 0.075], [0.080, 0.085, 0.101], [0.074, -0.087, -0.103], [0.012, -0.011, -0.006], [-0.005, 0.007, -0.011], [-0.011, -0.012, -0.001], [-0.022, -0.117, -0.071], [0.000, 0.001, -0.001], [-0.001, 0.001, 0.005], [0.010, -0.042, 0.000], [0.008, -0.007, -0.006], [-0.002, 0.000, -0.001], [-0.001, 0.162, -0.041], [0.044, 0.009, 0.032], [-0.038, -0.029, 0.045], [0.007, 0.001, 0.006], [-0.114, -0.007, 0.008], [-0.004, 0.002, 0.005], [-0.020, 0.028, -0.027], [0.002, -0.028, 0.026], [0.001, 0.009, -0.002], [-0.004, 0.021, -0.003], [0.006, -0.001, 0.003], [-0.330, 0.219, -0.047], [-0.002, 0.006, 0.007], [-0.083, -0.022, -0.076], [-0.003, -0.001, -0.001], [0.001, -0.139, 0.052], [-0.022, 0.002, 0.029], [0.001, 0.000, 0.000], [-0.001, -0.013, -0.004], [0.071, 0.039, 0.033], [0.022, -0.008, -0.012], [0.021, 0.014, -0.010], [-0.082, 0.022, -0.045], [-0.023, -0.080, 0.018], [0.003, -0.004, -0.002], [-0.014, -0.002, 0.003], [0.134, -0.193, -0.085], [0.106, 0.084, 0.012], [-0.022, -0.029, 0.071], [-0.001, 0.001, 0.002]],
  "lowdin_charge": [0.12, 0.11, 0.11, -0.32, -0.09, -0.38, -0.03, 0.11, 0.12, -0.04, -0.06, -0.09, -0.09, 0.02, 0.00, -0.12, -0.04, -0.06, 0.11, 0.11, -0.08, 0.11, 0.11, -0.04, 0.12, 0.12, -0.35, -0.15, -0.59, -0.06, 0.09, 0.11, 0.09, -0.35, 0.12, -0.09, -0.06, -0.02, 0.11, -0.23, 0.11, 0.63, -0.09, 0.11, -0.06, 0.10, 0.08, 0.00, 0.88, 0.00, 0.13, -0.06, 0.56, -0.06, 0.05, 0.11]
}

=====

{
  "formula": "CClFOS",
  "method": "ωB97M-V/def2-TZVPD",
  "molar_mass_g_mol": 114.528,
  "e_homo_ev": [-9.298, -9.280],
  "total_charge": 0,
  "e_above_lowest_kcal_mol": 94.7,
  "e_tot_ha": -1071.42448,
  "species": ["Cl", "S", "C", "F", "O"],
  "xyz": [[2.5125, 0.9778, -1.1037], [-2.6510, -0.2506, 0.4658], [1.2026, 0.8297, 0.0223], [1.5268, -0.0317, 0.9001], [-2.5909, -1.5252, -0.2844]],
  "forces_ev_per_angstrom": [[0.162, -0.096, 0.009], [0.016, -0.034, -0.032], [-0.625, 0.786, -0.590], [0.443, -0.700, 0.584], [0.005, 0.044, 0.029]],
  "lowdin_charge": [0.57, 0.69, -0.52, -0.04, -0.70]
}

=====

{
  "formula": "C8H8F2O2",
  "method": "ωB97M-V/def2-TZVPD",
  "molar_mass_g_mol": 174.146,
  "s2": 2.01,
  "e_homo_ev": [-6.441, -8.452],
  "spin_multiplicity": 3,
  "total_charge": 0,
  "e_above_lowest_kcal_mol": 0.0,
  "e_tot_ha": -659.58978,
  "species": ["F", "C", "C", "H", "C", "H", "C", "O", "C", "O", "H", "H", "C", "F", "H", "C", "H", "H", "H", "C"],
  "xyz": [[-0.6714, -0.0678, 1.9268], [-0.1180, 0.1995, 0.6670], [-1.2122, 0.7574, -0.1748], [3.7597, -0.4659, -0.1313], [-2.9083, 2.3338, -0.1503], [2.3371, -2.0831, -0.6240], [2.6910, 1.2542, -0.3321], [2.7217, 2.3812, -0.5741], [1.8979, -1.1351, -0.2067], [-1.8078, 1.8100, 0.1940], [-3.2987, 3.2405, 0.4671], [0.6023, 1.0588, 0.8158], [0.5816, -1.0115, 0.1312], [-1.7733, -0.1175, -1.1080], [-1.0113, -2.2361, 0.7903], [2.8280, -0.0495, -0.2062], [0.1667, -3.1700, 0.1907], [-3.5292, 1.7454, -0.7832], [-0.9055, -2.1655, -0.8606], [-0.3503, -2.2788, -0.0318]],
  "forces_ev_per_angstrom": [[0.049, -0.337, 0.674], [0.714, 1.451, -0.559], [2.808, -4.754, -2.875], [2.844, 0.100, 0.206], [-5.293, 3.547, -0.717], [-0.866, 0.899, 0.742], [0.679, -0.823, -0.482], [-0.359, 0.519, 0.241], [-2.682, 0.184, -0.111], [3.013, 1.650, 3.656], [0.954, -2.021, -1.228], [-0.606, -0.844, 0.162], [0.107, -2.700, -0.935], [-0.235, 1.440, 1.128], [-1.165, 0.192, 0.974], [-1.051, 0.635, 0.018], [0.855, -1.132, -0.731], [-0.693, -0.063, -0.349], [-1.618, -0.379, -3.159], [2.543, 2.434, 3.343]],
  "lowdin_charge": [0.00, -0.23, -0.24, 0.09, -0.02, 0.14, -0.17, 0.20, -0.06, 0.02, 0.12, 0.15, -0.17, 0.06, 0.06, -0.10, 0.07, 0.06, 0.03, -0.01]
}

=====

Copy entry 4 word for word.
{
  "formula": "C8H8F2O2",
  "method": "ωB97M-V/def2-TZVPD",
  "molar_mass_g_mol": 174.146,
  "s2": 2.01,
  "e_homo_ev": [-6.441, -8.452],
  "spin_multiplicity": 3,
  "total_charge": 0,
  "e_above_lowest_kcal_mol": 0.0,
  "e_tot_ha": -659.58978,
  "species": ["F", "C", "C", "H", "C", "H", "C", "O", "C", "O", "H", "H", "C", "F", "H", "C", "H", "H", "H", "C"],
  "xyz": [[-0.6714, -0.0678, 1.9268], [-0.1180, 0.1995, 0.6670], [-1.2122, 0.7574, -0.1748], [3.7597, -0.4659, -0.1313], [-2.9083, 2.3338, -0.1503], [2.3371, -2.0831, -0.6240], [2.6910, 1.2542, -0.3321], [2.7217, 2.3812, -0.5741], [1.8979, -1.1351, -0.2067], [-1.8078, 1.8100, 0.1940], [-3.2987, 3.2405, 0.4671], [0.6023, 1.0588, 0.8158], [0.5816, -1.0115, 0.1312], [-1.7733, -0.1175, -1.1080], [-1.0113, -2.2361, 0.7903], [2.8280, -0.0495, -0.2062], [0.1667, -3.1700, 0.1907], [-3.5292, 1.7454, -0.7832], [-0.9055, -2.1655, -0.8606], [-0.3503, -2.2788, -0.0318]],
  "forces_ev_per_angstrom": [[0.049, -0.337, 0.674], [0.714, 1.451, -0.559], [2.808, -4.754, -2.875], [2.844, 0.100, 0.206], [-5.293, 3.547, -0.717], [-0.866, 0.899, 0.742], [0.679, -0.823, -0.482], [-0.359, 0.519, 0.241], [-2.682, 0.184, -0.111], [3.013, 1.650, 3.656], [0.954, -2.021, -1.228], [-0.606, -0.844, 0.162], [0.107, -2.700, -0.935], [-0.235, 1.440, 1.128], [-1.165, 0.192, 0.974], [-1.051, 0.635, 0.018], [0.855, -1.132, -0.731], [-0.693, -0.063, -0.349], [-1.618, -0.379, -3.159], [2.543, 2.434, 3.343]],
  "lowdin_charge": [0.00, -0.23, -0.24, 0.09, -0.02, 0.14, -0.17, 0.20, -0.06, 0.02, 0.12, 0.15, -0.17, 0.06, 0.06, -0.10, 0.07, 0.06, 0.03, -0.01]
}